[1]
ORCA calculation (ωB97M-V with the def2-TZVPD basis set) on a molecular structure, C18H29N3OS at a distorted geometry.

CARTESIAN COORDINATES (ANGSTROEM)
C1 0.82915 2.27138 -4.49761
C2 0.41805 0.94466 -4.97840
C3 0.25645 -0.20454 -3.86339
H1 -0.43917 0.19617 -3.26722
C4 1.58873 -0.21917 -3.37890
N1 1.90588 -1.58804 -2.59614
C5 2.13571 -2.78818 -3.40472
H2 2.61845 -2.70788 -4.10342
H3 0.92688 -3.11343 -3.96400
H4 2.17070 -3.62132 -2.66387
C6 1.00455 -2.01757 -1.32995
C7 -0.53705 -2.34019 -1.60779
C8 -1.12022 -2.25883 -0.18635
N2 -0.97556 -1.34769 0.73327
C9 -2.11082 -0.33300 0.61137
S1 -3.15513 -0.51815 -0.40202
N3 -1.87327 0.85174 1.51405
C10 -1.37858 0.81282 2.78530
C11 -1.24215 -0.37903 3.67115
C12 -0.57717 -0.23718 4.87493
C13 -0.64016 1.11087 5.35906
C14 -0.78825 2.05908 4.64188
C15 -1.36446 1.93608 3.41787
H5 -1.50554 2.82911 2.82228
O1 -1.15247 3.40193 5.10267
C16 -0.46680 3.75043 6.52540
H6 0.64925 3.58146 6.55452
H7 -1.16761 3.12758 7.24650
H8 -0.35152 4.80598 6.52773
H9 -0.13838 1.22161 6.48359
H10 -0.49646 -1.11250 5.46734
H11 -1.33781 -1.27259 3.07885
H12 -2.63520 1.38401 1.29693
C17 0.41511 -0.73488 0.84570
C18 1.09974 -0.51485 -0.48645
H13 0.49993 0.07081 -0.82599
H14 1.93448 -0.21618 -0.29275
H15 0.66748 -0.04073 1.60648
H16 0.92062 -1.71050 1.42229
H17 -2.04266 -2.90849 -0.28684
H18 -0.38263 -3.19943 0.50315
H19 -0.26554 -3.33435 -2.12127
H20 -0.94245 -1.47474 -2.12362
H21 1.61880 -2.51143 -0.84922
H22 1.85116 0.34487 -2.76766
H23 2.44474 -0.36012 -3.95324
H24 0.05444 -0.99169 -4.41765
H25 1.27720 0.76457 -5.73391
H26 -0.62949 0.87506 -5.63970
H27 0.80073 2.89757 -5.46219
H28 1.67687 2.27382 -4.07841
H29 -0.04857 2.54506 -3.80962

## Properties
- ΔE to the lowest compared entry with this formula, charge and spin: 1911.47 kJ/mol
- Kohn-Sham gap: 0.301 Eh
- Calculated total energy: -1340.26242 a.u.

=====

[2]
ORCA calculation (ωB97M-V with the def2-TZVPD basis set) on a molecular structure, H20NeO10Xe.

CARTESIAN COORDINATES (ANGSTROEM)
Ne1 -1.01428 -2.63250 2.06372
Xe1 -0.51254 0.02211 0.13328
O1 -0.43853 1.05576 -3.01145
H1 -0.83172 1.92479 -2.93135
H2 0.41989 1.14159 -2.59674
O2 1.56387 -2.08696 -3.30669
H3 1.59847 -1.73994 -2.41527
H4 2.34714 -1.73684 -3.73109
O3 -3.99588 0.44606 -0.56027
H5 -3.88021 -0.19599 0.14017
H6 -3.40310 0.15480 -1.25310
O4 -2.65100 -0.57420 -2.74741
H7 -2.57257 -1.51221 -2.57361
H8 -1.75215 -0.24722 -2.71006
O5 3.11934 -0.84961 -0.66410
H9 2.97127 -0.89786 0.28034
H10 4.00467 -1.19248 -0.78605
O6 -3.46812 -1.53233 1.58626
H11 -4.34493 -1.47197 1.96545
H12 -2.88208 -1.25912 2.29205
O7 2.78554 -0.78885 2.11625
H13 2.17211 -0.06677 2.25239
H14 3.42243 -0.69960 2.82521
O8 1.34436 1.50046 2.86691
H15 1.87356 1.99736 2.24299
H16 1.31666 2.05059 3.64974
O9 2.22850 1.23182 -2.39177
H17 2.55842 0.55193 -1.80430
H18 2.62657 2.04074 -2.07018
O10 -1.87153 1.98694 3.72780
H19 -1.75047 1.03743 3.72874
H20 -0.98380 2.34202 3.68227

## Properties
- ΔE to the lowest compared entry with this formula, charge and spin: 28.39 kJ/mol
- Kohn-Sham gap: 0.342 Eh
- Calculated total energy: -1222.69096 a.u.

=====

[3]
ORCA calculation (ωB97M-V with the def2-TZVPD basis set) on a molecular structure, C8H26AlBO6PS at a distorted geometry.

CARTESIAN COORDINATES (ANGSTROEM)
O1 -4.82544 -4.05649 -0.41411
B1 -4.45259 -3.67835 -1.68432
O2 -4.22299 -4.76523 -2.52212
Al1 -4.33630 -1.59425 -2.12262
P1 -3.92069 -1.05572 -4.40991
O3 -2.48483 -0.25852 -4.48945
O4 -3.56119 -2.31314 -5.39521
S1 -5.30932 0.05640 -5.21347
H1 -5.15896 -3.25491 0.00857
H2 -3.30524 -5.05429 -2.50983
H3 -3.14918 -0.87747 -1.27984
H4 -5.73499 -0.92294 -1.67946
H5 -2.15394 -0.19046 -3.58412
H6 -2.66267 -2.17219 -5.71914
C1 -1.40484 -2.22344 1.68904
C2 -0.80534 -1.14105 0.80969
O5 -1.29254 0.15868 1.07986
C3 -1.06697 0.64752 2.38201
C4 0.40096 0.74779 2.76453
H7 -2.48858 -2.23314 1.58332
H8 -1.02141 -3.19902 1.39089
H9 -1.16496 -2.08064 2.74524
H10 -1.07529 -1.34156 -0.22455
H11 0.29214 -1.15193 0.86900
H12 -1.61715 0.05134 3.12072
H13 -1.51234 1.64176 2.38747
H14 0.88747 -0.22828 2.78342
H15 0.50285 1.18871 3.75700
H16 0.93837 1.37602 2.05327
C5 5.97397 2.82850 1.72139
C6 4.62723 2.19049 2.01887
O6 3.51901 2.95104 1.58859
C7 3.43478 3.20630 0.19881
C8 3.34955 1.95606 -0.65925
H17 6.03233 3.82028 2.16889
H18 6.77532 2.21389 2.13121
H19 6.15148 2.93158 0.65037
H20 4.49854 2.09589 3.09659
H21 4.58346 1.17631 1.60486
H22 4.26595 3.84365 -0.12627
H23 2.52430 3.79055 0.07952
H24 4.24765 1.34168 -0.58299
H25 3.22545 2.23210 -1.70577
H26 2.49696 1.34647 -0.36068

## Properties
- Kohn-Sham gap: 0.244 Eh
- Net charge: -1
- Calculated total energy: -1778.83759 a.u.

=====

[4]
ORCA calculation (ωB97M-V with the def2-TZVPD basis set) on a single C5H6N2 molecule at a distorted geometry.

CARTESIAN COORDINATES (ANGSTROEM)
H1 -1.09684 -2.99671 -1.02972
N1 -0.63514 -2.25008 -1.54308
C1 -0.02991 -1.42900 -0.64607
C2 -0.16348 -1.34137 0.82146
C3 -0.02693 -0.03280 1.16947
C4 0.16904 0.63324 -0.22547
C5 0.42722 2.07309 -0.19819
N2 0.25960 -0.18005 -1.21000
H2 -0.29732 -2.34447 1.26670
H3 -0.15298 0.25916 2.15839
H4 -0.40968 2.86969 -0.55541
H5 1.26724 2.19326 -0.84021
H6 0.68917 2.54605 0.83213

## Properties
- ΔE to the lowest compared entry with this formula, charge and spin: 243.80 kJ/mol
- Kohn-Sham gap: 0.342 Eh
- Calculated total energy: -303.54322 a.u.